Entry from the Open Molecules 2025 dataset: a molecular structure, C21H26ClN2O2PdSSi2 in a non-equilibrium geometry (wB97M-V/def2-TZVPD).

Atoms and positions in Å:
C1 -2.64392 -3.35087 1.88585
C2 0.41388 3.31550 -0.27655
Si1 -0.92771 1.23731 -1.71168
H1 3.21130 -2.50780 -1.53369
H2 -0.05115 3.36010 2.97633
H3 -2.58349 0.05206 -3.11717
H4 3.35293 2.16973 0.60966
Pd1 0.24310 0.01118 0.41037
H5 -0.69032 -4.07183 -0.79620
C3 -2.37393 -1.41715 0.48381
H6 0.47583 -2.14837 2.33965
C4 -1.55761 -2.14791 -0.37801
C5 -2.93413 -2.02822 1.60131
H7 -2.12382 1.56912 -3.85313
C6 -2.71883 0.00604 0.21481
C7 1.23430 -2.92146 2.45739
H8 -3.27673 1.56204 -2.51370
C8 2.30845 -2.29131 0.31359
H9 -1.18754 -1.70857 -1.29678
H10 0.21043 -0.85164 -2.63146
C9 0.42284 0.21659 -2.55095
C10 2.02310 -4.47876 0.63200
C11 -1.81943 -4.06381 1.02645
C12 0.80857 4.64285 -0.09779
H11 2.86866 3.40248 1.76907
H12 1.41074 0.35475 -2.11764
H13 1.99862 -2.56844 3.14668
C13 0.51535 5.61541 -1.04365
C14 -1.28792 -3.48231 -0.11434
Si2 0.91053 2.13153 1.08762
H14 -3.06352 -3.83496 2.75668
S1 2.44849 -0.59049 0.55862
H15 2.93971 -5.04814 -1.29713
N1 2.77388 -2.96739 -0.75083
H16 0.77599 -3.83100 2.83606
H17 1.70765 -5.36344 1.15464
H18 -1.14723 3.71108 -3.27657
H19 -1.19863 2.15269 2.40254
H20 -0.40626 6.02164 -2.93632
H21 0.82793 6.63867 -0.88225
C15 2.61791 -4.32513 -0.57027
N2 1.83135 -3.21671 1.16152
O1 -3.78342 0.50008 0.36443
H22 0.17521 1.66334 3.41615
H23 3.04199 1.72703 2.29967
C16 -0.58770 3.95800 -2.38166
C17 -2.36493 1.10155 -2.89627
C18 -0.30317 2.97034 -1.44031
Cl1 -1.46257 -5.72175 1.37807
H24 1.35532 4.93635 0.79247
O2 -1.62995 0.78751 -0.17969
C19 2.71644 2.36060 1.47432
C20 -0.17656 5.27003 -2.19270
H25 -3.59667 -1.46111 2.24142
H26 0.42020 0.62188 -3.56923
C21 -0.14357 2.33109 2.61480

Summary:
F_max   1.22 eV Å⁻¹
HOMO   -11.5 eV
Charge   +1
Gap between HOMO and LUMO   8.4 eV
Relative energy (zero: lowest compared OMol25 entry of this formula, charge and spin)   0.0 kJ/mol


Entry from the Open Molecules 2025 dataset: 2 unconnected molecules or ions with the total composition C7H7N in a non-equilibrium geometry (wB97M-V/def2-TZVPD).

Atoms and positions in Å:
C1 0.15167 -0.18757 -0.21656
H1 3.80775 -0.30312 -1.31961
H2 2.19603 0.15461 1.50315
H3 -2.29677 2.00217 0.17163
C2 -1.98916 1.01898 -0.06999
H4 0.04773 -2.15974 0.03443
H5 1.25568 -0.10136 -0.41916
N1 -1.96834 -1.36683 0.07161
C3 -2.65429 -0.17552 0.03394
C4 -0.60629 -1.31685 0.01205
C5 3.37956 -0.26146 -0.37271
H6 -3.70473 -0.19268 0.07773
C6 2.81604 0.01482 0.65989
H7 0.08082 1.90297 -0.09105
C7 -0.51571 0.97159 -0.07536

Summary:
F_max   4.40 eV Å⁻¹
HOMO   -9.6 eV
Gap between HOMO and LUMO   10.5 eV
Relative energy (zero: lowest compared OMol25 entry of this formula, charge and spin)   285.3 kJ/mol


Entry from the Open Molecules 2025 dataset: a molecular structure, C45H29AsF6N11OTa in a non-equilibrium geometry (wB97M-V/def2-TZVPD).

Atoms and positions in Å:
C1 -0.29045 -3.11112 2.66353
F1 0.25652 1.25801 3.56492
H1 -5.95346 -1.19815 5.37256
C2 -2.20068 0.96248 -5.15807
N1 -3.19289 -0.69813 -2.83156
H2 1.52330 -2.04632 -1.13553
C3 -4.51437 1.04742 3.26916
C4 -3.74513 -0.75498 -4.12405
C5 -1.27878 2.96174 -4.17051
F2 2.39319 0.38199 3.05292
C6 -1.20190 4.70761 0.92702
C7 -3.22330 -1.02314 3.42818
N2 0.62070 -2.38641 1.88388
H3 -0.39586 2.74541 -7.41021
F3 0.42598 0.58894 5.98239
C8 2.47955 -5.43533 2.71891
H4 2.47335 4.66244 -0.45695
As1 1.52876 0.54304 4.72587
H5 -1.18902 3.62188 -3.31469
C9 0.12655 4.58955 -5.49008
H6 2.67626 -7.30306 3.73821
O1 -4.81665 -1.25987 -4.32274
H7 -2.21754 4.72239 1.29823
C10 -2.02695 1.80161 -4.05379
C11 4.94707 0.56649 -1.63360
H8 -2.23370 -0.50322 -0.40080
C12 5.35021 -2.06907 -0.63226
C13 -0.52972 5.88419 0.61626
C14 -0.14307 -5.40156 3.83366
H9 1.04278 -2.27939 -3.53773
C15 3.08438 -1.65049 0.52637
H10 -3.96918 -2.54552 4.76785
N3 -2.00060 1.77924 1.60686
N4 -0.30914 -1.19486 -0.67213
C16 1.60933 -4.38416 2.48104
H11 -1.13561 -5.38687 4.26244
C17 -4.12339 -1.56806 4.33175
F4 2.71270 -0.42098 5.41276
C18 -0.52232 3.51534 0.73665
C19 -0.67234 3.32975 -5.36769
H12 7.16624 -2.00631 -1.76151
H13 -3.90363 -0.83927 -2.12861
N5 2.24648 -0.53919 0.59236
H14 -6.31088 1.03458 4.43421
C20 0.79276 3.49784 0.22177
H15 6.80441 0.24727 -2.64962
N6 0.21910 1.32971 0.76782
C21 -3.41123 0.28456 2.91947
N7 -1.38835 -0.49096 2.12857
H16 4.78931 1.56897 -2.00769
N8 2.86583 -2.80230 1.11038
C22 -5.42880 0.47858 4.14686
Ta1 0.59502 -0.36819 1.79054
C23 1.45695 4.67425 -0.08731
N9 -2.97386 -0.21113 -5.13684
C24 -1.52027 -0.87894 -1.12756
F5 2.23311 2.04648 4.91004
C25 -1.59925 1.32808 -6.36697
H17 3.47455 -5.44027 2.29543
C26 6.06949 -0.17851 -1.97985
C27 1.21528 2.12225 0.19389
C28 -0.94002 -1.49492 -3.36075
C29 4.21894 -1.34048 -0.30437
H18 -1.02509 6.83500 0.75909
N10 -1.45852 -2.69025 3.08280
H19 1.27754 6.80509 -0.07503
C30 -1.90055 -1.01941 -2.46386
C31 0.73559 -6.45493 4.07045
C32 0.31106 -4.36537 3.03520
C33 2.01884 -6.47081 3.52576
H20 5.51169 -3.06514 -0.24319
H21 -1.16977 -1.61474 -4.40921
C34 2.80442 0.46164 -0.20036
H22 0.41756 -7.27868 4.69511
F6 0.72363 -1.00079 4.09331
H23 -3.29173 -0.53012 -6.03972
C35 0.77887 5.86771 0.13122
H24 -1.73268 0.69587 -7.23752
C36 6.27223 -1.46580 -1.48150
C37 -0.84908 2.48116 -6.46268
C38 1.77968 -3.15007 1.76126
C39 0.29779 -1.86503 -2.87308
H25 -2.52239 1.57710 -3.12148
C40 -2.25411 0.60136 2.12833
C41 0.57671 -1.71282 -1.52514
C42 -1.98179 -1.50413 2.88494
C43 -5.22830 -0.79831 4.67674
H26 0.05918 5.19940 -4.59109
N11 2.33659 1.67767 -0.32014
H27 1.17859 4.36287 -5.68230
H28 -4.64814 2.04191 2.86596
H29 -0.20787 5.18058 -6.34382
C44 -0.87195 2.15618 1.05793
C45 4.02624 -0.02802 -0.78726

Summary:
Expectation value of S²   0.81
F_max   1.93 eV Å⁻¹
HOMO (alpha / beta)   -13.8 / -13.8 eV
Charge   +3
Spin multiplicity   2
Gap between HOMO and LUMO (alpha / beta)   3.0 / 2.6 eV
Relative energy (zero: lowest compared OMol25 entry of this formula, charge and spin)   181.8 kJ/mol


Entry from the Open Molecules 2025 dataset: a gas-phase ion, C7H15N2 (charge +1) in a non-equilibrium geometry (wB97M-V/def2-TZVPD).

Atoms and positions in Å:
H1 -1.64926 -2.19138 -2.15180
H2 2.83469 2.70164 0.48170
H3 1.93441 2.28523 1.78881
N1 0.95836 -0.08015 0.40830
N2 -1.17302 -0.97655 -0.55079
H4 -1.00704 -3.13137 -0.72245
C1 2.46944 1.72980 0.92914
H5 0.44630 -0.68630 -0.28122
H6 -2.55930 -2.72847 -0.70998
H7 -1.75853 1.59036 -2.96454
H8 -1.27085 -1.73508 1.44914
H9 2.32792 0.78298 -0.98970
H10 3.21662 0.91259 1.33779
H11 -2.46281 -0.31494 1.10988
H12 0.21802 0.22934 2.35443
C2 -1.51966 -0.01002 -1.39215
C3 -1.56256 0.74178 -2.31298
C4 -0.16237 0.26805 1.30094
H13 -0.65393 1.23350 0.94336
C5 -1.69566 -2.30156 -1.03293
H14 1.05669 1.90049 -0.58924
C6 1.66338 1.13467 -0.16232
C7 -1.36818 -0.71496 0.94783
H15 1.71735 -0.63966 0.80877

Summary:
F_max   4.77 eV Å⁻¹
HOMO   -12.8 eV
Charge   +1
Gap between HOMO and LUMO   9.9 eV
Relative energy (zero: lowest compared OMol25 entry of this formula, charge and spin)   407.2 kJ/mol


Entry from the Open Molecules 2025 dataset: a molecular structure, C41H59Ge2N5O4P3S2V in a non-equilibrium geometry (wB97M-V/def2-TZVPD).

Atoms and positions in Å:
H1 0.83374 -3.70704 -1.07533
C1 -1.09465 -5.49519 -1.09250
H2 2.87175 2.11705 -1.72604
H3 3.15531 -2.15007 -3.61410
H4 6.65005 -2.71318 -0.90221
H5 -1.70563 7.57109 0.34053
C2 1.75049 -0.72166 -3.98940
H6 -2.90055 -4.93071 -2.25490
H7 0.30144 -0.17116 5.12899
H8 -4.56799 1.09464 2.83669
H9 -4.13945 3.24306 -1.70178
C3 -0.30149 -6.62945 -3.47995
C4 0.83638 0.16225 -3.30084
H10 -1.59302 5.50834 1.68679
H11 1.80959 -2.23987 -6.48586
H12 3.86439 -0.61244 -4.18469
C5 -1.41278 6.57969 -0.09163
S1 -1.54688 -4.70874 0.45076
C6 -1.76920 3.24527 3.74651
H13 7.17590 -0.28395 -0.94779
H14 0.18801 4.94695 5.96785
C7 3.89517 -0.09164 -0.01297
N1 0.84670 0.24202 -2.03483
C8 -1.33153 5.44468 0.64703
C9 -1.88272 -2.19443 -0.17169
C10 -1.95454 -5.40210 -2.23323
H15 2.56745 2.09457 2.76899
O1 0.11774 1.24368 -1.44719
H16 -0.36281 3.36505 -1.97822
C11 0.51687 -6.73834 -2.36605
N2 1.35194 -1.11941 -5.12893
H17 -0.41289 5.51083 -3.14726
C12 3.34570 1.77010 2.07967
H18 -2.06938 3.86100 5.75785
H19 0.60814 -6.37392 -0.24859
P1 1.81354 -2.01690 0.23045
P2 -0.23409 -0.46313 2.88729
N3 0.06055 -7.35599 -4.64081
H20 -4.52751 -0.46613 -1.83517
C13 0.73839 4.42224 3.97899
O2 2.17594 -2.09432 -5.64375
H21 -2.79565 2.74688 3.74301
H22 -5.87789 1.48794 1.80395
H23 -0.64181 -7.40140 -5.34360
H24 -0.29994 1.91343 -3.93500
H25 4.09026 2.55368 1.89059
C14 -0.14899 4.47316 5.07263
H26 2.27066 3.29733 -0.59527
H27 2.77437 -4.24520 0.75895
H28 -2.29529 0.81264 -1.18503
C15 -1.06132 4.18687 -0.03131
H29 0.65845 1.36659 4.31767
C16 0.72931 0.27423 4.23794
H30 -0.70179 -2.78682 2.80425
N4 -1.17159 -3.16380 0.38201
H31 -5.00533 1.76009 -1.14840
C17 -4.78571 1.19713 1.75570
H32 5.44404 1.37524 -0.33103
H33 1.19609 -4.00288 1.61719
H34 -3.62321 5.07041 2.17857
C18 0.34652 3.80414 2.83188
C19 0.09214 -6.18122 -1.17111
H35 -2.55186 -0.81659 2.78780
C20 5.93715 -1.95561 -0.65033
H36 2.60622 -3.18574 2.21202
C21 5.16448 0.29581 -0.30022
C22 -0.74033 5.49617 -2.09560
C23 1.54083 -2.95864 -1.32528
S2 -3.53852 -2.57362 -0.86099
C24 -0.36598 0.84305 -3.99778
C25 -3.64453 -0.88049 -1.36034
H37 3.20282 -0.71421 -2.50124
C26 2.10796 -3.51526 1.30556
O3 -2.99374 -4.91411 0.62108
H38 4.02165 2.90851 -0.62008
H39 -5.67272 3.34214 -0.72472
C27 -1.38698 3.87038 4.89975
C28 -4.74523 2.81795 -0.82926
H40 1.24820 -2.33408 -2.14170
V1 0.16574 0.24904 0.28465
H41 -5.31883 4.70884 1.66830
H42 -4.63383 0.24648 1.28870
H43 3.79441 0.89063 2.52396
Ge1 -3.85098 2.70369 0.99392
O4 -0.69043 -5.26877 1.45992
C29 -2.59339 -0.18372 -0.96857
H44 -2.04315 -5.77345 -4.32909
H45 -0.37619 0.46478 -5.09836
H46 -2.41148 0.80888 3.41613
C30 3.11166 -1.06010 -3.51238
Ge2 -1.38474 2.40468 0.93462
N5 -1.56208 -0.90805 -0.30779
C31 3.57116 -1.46864 -0.07815
H47 1.72155 4.86434 4.02053
H48 0.93134 -2.61615 3.40951
H49 -1.20074 7.62040 -1.96254
C32 2.99355 2.50936 -0.69139
C33 -0.03747 -2.25090 3.38499
C34 -1.95505 -0.16175 3.43577
H50 -4.58225 3.84778 3.11657
H51 1.75712 -0.11363 4.21737
H52 0.97171 -7.33416 -5.06855
H53 -2.21430 -0.54233 4.42031
H54 -1.29899 0.39805 -3.61099
H55 4.54142 -3.45612 -0.44225
H56 -0.32712 -2.16743 4.41589
C35 -1.52659 -5.96820 -3.38965
C36 -1.12464 6.63846 -1.45887
C37 6.18090 -0.61729 -0.67324
H57 2.49116 -3.45911 -1.54717
H58 1.06992 3.83439 2.07655
C38 4.62479 -2.40613 -0.27622
P3 2.66839 1.18389 0.54919
C39 -4.38964 4.29242 2.12215
C40 -0.64046 4.30503 -1.37478
H59 1.38003 -7.40953 -2.45619
C41 -0.86334 3.18746 2.66220

Summary:
Expectation value of S²   2.08
F_max   3.43 eV Å⁻¹
HOMO (alpha / beta)   -7.6 / -7.4 eV
Spin multiplicity   3
Gap between HOMO and LUMO (alpha / beta)   7.5 / 7.6 eV
Relative energy (zero: lowest compared OMol25 entry of this formula, charge and spin)   0.0 kJ/mol


Entry from the Open Molecules 2025 dataset: 2 unconnected molecules or ions with the total composition C34H38O5 in a non-equilibrium geometry (wB97M-V/def2-TZVPD).

Atoms and positions in Å:
H1 -0.00234 5.94974 -0.21794
O1 0.24662 5.77621 2.38854
C1 0.33644 -3.38403 1.71999
C2 4.00467 -1.95095 2.26573
C3 0.30900 4.71841 1.54386
H2 -0.33104 4.04465 -1.72731
O2 1.93265 -0.30183 2.85398
H3 4.21877 -3.99809 1.62213
H4 -4.29594 3.45664 -2.99084
C4 -1.24117 1.04563 -3.43795
C5 0.08792 4.93310 0.15614
C6 -1.43287 -3.72339 -0.09205
H5 -2.01160 0.70001 -5.43711
C7 0.26346 5.53520 3.81535
H6 0.10220 6.52301 4.24884
H7 -3.42256 -4.22111 0.48785
O3 2.64526 -2.19392 1.83776
C8 2.11067 -0.84444 -0.67420
H8 3.48996 -2.63234 -3.24239
C9 3.38523 -1.86797 -2.46866
C10 3.22613 -0.00665 -0.40761
H9 -3.09130 -1.72711 0.87482
C11 1.68334 -1.34493 2.26625
C12 -0.03292 -4.04578 0.39782
H10 -0.72355 -0.69263 -1.59756
C13 -5.51838 2.60115 -5.00848
H11 -2.63866 -1.28583 3.34307
C14 -0.56677 1.38432 -1.05969
H12 -5.37177 3.68563 -4.91160
C15 4.53215 -3.35013 2.45616
H13 -0.35734 0.40164 -3.56373
H14 -1.66175 -4.45087 -0.88714
H15 0.78687 3.18791 3.02869
C16 0.42744 2.34833 1.08736
H16 -6.08459 2.38971 -5.91192
C17 4.39822 -0.91258 -2.31376
H17 -1.46549 -2.73012 -0.56617
H18 5.10952 0.76114 -1.10702
H19 0.82323 0.06826 0.82405
C18 4.31743 0.02356 -1.27029
H20 0.08436 -5.12561 0.58248
H21 -6.04780 2.22404 -4.11975
C19 0.55048 3.40092 1.98290
H22 -0.53983 4.84377 4.11267
C20 -2.52678 -3.83026 0.98282
H23 4.05934 -3.74046 3.36994
H24 1.23612 5.13991 4.14194
H25 1.33131 -3.77670 1.99199
H26 -2.62301 3.26267 -1.19134
O4 -0.81853 0.07132 2.53279
H27 4.52273 -1.38800 1.47615
H28 5.25741 -0.88028 -2.99200
C21 -2.49556 2.65155 -2.09036
C22 -0.80017 -1.15919 2.35546
H29 -2.23391 -4.53726 1.76785
H30 0.67167 1.36480 1.45871
C23 0.35835 -1.86819 1.77085
C24 -2.04184 -1.99947 2.76202
H31 1.39454 -2.51280 -1.85051
C25 -2.94073 -2.50716 1.64205
C26 -2.14333 1.19814 -4.47240
C27 -3.44326 2.77451 -3.09514
C28 -0.09782 2.49223 -0.21014
H32 0.70311 -3.80514 -0.38722
C29 -1.44231 1.70650 -2.19299
H33 -3.93814 -2.68934 2.08031
H34 3.95248 -1.34354 3.18451
H35 3.16070 0.69026 0.43647
H36 5.61858 -3.38842 2.57106
C30 -0.11121 3.84883 -0.67863
C31 2.23328 -1.81554 -1.68031
H37 -0.35189 -3.75195 2.49930
C32 -3.31634 1.97518 -4.26131
H38 -1.73655 -2.80940 3.44972
C33 -0.19160 0.02526 -0.94893
O5 -4.28156 1.88746 -5.21294
C34 0.80052 -0.49819 -0.09298

Summary:
F_max   3.10 eV Å⁻¹
HOMO   -7.4 eV
Gap between HOMO and LUMO   6.6 eV